(1)
14
Properties=species:S:1:pos:R:3:mulliken_charge:R:1 method="wB97M-V/def2-TZVPD" e_lumo_ha=-0.0044 de_lowest_ev=4.2922
H 2.19 -1.06 0.33 0.347
H 0.69 0.28 1.73 0.238
C -2.51 -0.43 0.10 0.324
C 0.81 0.57 0.66 -0.362
H -2.26 0.87 -1.57 0.279
C 2.15 0.03 0.21 -1.099
H -2.04 -0.88 -1.94 0.229
H 2.30 0.28 -0.84 0.280
C -1.92 -0.09 -1.16 -0.308
N -2.68 -0.65 1.23 -0.400
H -0.18 -1.01 -0.08 0.192
H 2.97 0.47 0.78 0.335
N -0.34 -0.03 -0.09 -0.395
H 0.83 1.66 0.64 0.340

---

(2)
13
Properties=species:S:1:pos:R:3:mulliken_charge:R:1 method="wB97M-V/def2-TZVPD" e_lumo_ha=0.0380 smiles="C=NC1(C#N)CC1" de_lowest_ev=3.0633
N -3.28 -0.44 1.02 -0.461
H 0.81 1.37 -0.13 0.261
N -0.25 -1.28 0.02 -0.491
H -0.75 2.07 0.38 0.312
H -1.97 -2.66 0.24 0.241
C -0.25 1.37 -0.19 -0.742
C -1.01 0.78 -1.34 -0.705
C -2.28 -0.16 0.57 0.204
H -0.20 -3.28 -0.05 0.246
H -0.22 0.26 -1.95 0.265
C -1.07 0.10 0.01 0.838
C -0.86 -2.40 0.14 -0.272
H -1.87 1.09 -1.91 0.306

---

(3)
22
Properties=species:S:1:pos:R:3:mulliken_charge:R:1 method="wB97M-V/def2-TZVPD" e_lumo_ha="-0.0264 / -0.0342" smiles=[SiH3]c1[pH]c2ccccc2c1[SiH3] de_lowest_ev=2.5206
H 1.32 2.16 1.47 0.012
C 2.81 -0.40 0.44 -0.612
H 3.47 0.01 1.09 0.522
H -2.01 0.24 -2.41 -0.062
H -2.97 3.33 0.69 -0.081
H 4.11 -1.74 -0.37 0.423
H -2.54 -2.00 -1.66 -0.089
H -1.71 2.88 2.65 -0.191
C -0.87 1.21 1.12 0.126
P 0.69 1.05 1.81 -0.108
H -3.34 1.39 2.04 -0.133
C 0.82 -1.38 -1.25 -0.550
Si -2.40 -0.58 -1.15 0.325
C 0.43 -0.44 -0.26 0.558
C 2.10 -1.92 -1.25 -0.585
H 2.27 -2.74 -2.05 0.224
C 1.52 0.01 0.59 0.361
H 0.15 -1.87 -1.99 0.192
H -3.74 0.02 -0.51 -0.130
Si -2.33 2.25 1.61 0.369
C -0.89 -0.06 -0.19 -0.108
C 3.10 -1.44 -0.42 -0.463

---

(4)
33
Properties=species:S:1:pos:R:3:mulliken_charge:R:1 method="wB97M-V/def2-TZVPD" e_lumo_ha=0.0619 charge=-1 de_lowest_ev=0.0000
F -3.75 2.32 0.85 -0.243
C 2.45 0.33 -0.32 -0.029
Br 5.77 -2.14 0.67 -0.027
O -1.69 -0.36 2.32 -0.813
C 0.28 -1.04 -0.44 -0.359
H 2.86 1.19 1.50 0.228
F -3.11 3.73 -0.66 -0.299
H -1.88 1.66 -1.06 0.007
C 0.92 0.35 -0.52 0.155
F -4.97 2.65 -0.90 -0.292
In -1.74 -1.06 0.40 1.016
Br -2.47 -3.57 0.51 -0.603
H 0.89 -1.71 0.17 -0.326
H 0.60 0.34 -2.44 0.340
H -3.43 0.72 -2.95 0.336
H 5.20 -3.58 2.59 0.330
C 4.70 -2.73 2.16 -0.338
C -3.32 0.02 -0.69 -1.402
H 0.53 1.02 0.25 0.235
O -3.22 1.59 -2.59 -0.614
Br 2.95 -3.27 1.60 0.014
N 2.93 1.43 0.52 -0.658
Br 4.62 -1.37 3.52 -0.024
C -3.70 2.52 -0.48 0.533
H 0.23 -1.49 -1.44 0.359
O 0.57 1.01 -1.75 -0.571
H -4.18 0.06 -0.02 0.402
H 2.76 -0.65 0.08 -0.198
H 2.92 0.45 -1.31 0.278
H -1.05 -0.86 2.83 0.209
H 3.90 1.65 0.33 0.223
H -3.62 -0.60 -1.54 0.468
C -2.94 1.41 -1.20 0.663